[1]
C2H6N4 in the gas phase, computed with ωB97M-V with the def2-TZVPD basis set.

Positions of all 12 atoms, in Å:
C1 -1.38 0.16 -0.06
C2 0.85 -0.75 -0.22
H1 0.19 2.29 -0.67
H2 0.57 2.00 1.05
H3 -1.93 1.08 -0.39
H4 -1.51 -1.74 0.68
H5 0.27 -1.60 -0.71
H6 2.47 -1.75 -0.16
N1 0.50 1.63 0.08
N2 -0.01 0.35 0.01
N3 -2.13 -0.90 0.17
N4 2.10 -0.78 0.22

Summary:
HOMO-LUMO gap: 10.095 eV
Structure (SMILES): [H]/N=C\N(N)/C=N/[H]
Calculated total energy: -8129.113 eV

natural (NBO) population analysis, charges in e, atoms 1 to 5: 0.2665, 0.2479, 0.3760, 0.3774, 0.1694


[2]
C7H10 in the gas phase, computed with ωB97M-V with the def2-TZVPD basis set.

Positions of all 17 atoms, in Å:
C1 1.20 -0.56 1.07
C2 1.28 0.63 0.16
C3 1.19 -0.77 -0.42
C4 -0.20 -0.43 -1.00
C5 -1.36 -0.74 -0.05
C6 -1.28 0.95 0.40
C7 -0.06 1.01 -0.50
H1 2.14 -0.82 1.56
H2 0.32 -0.77 1.67
H3 2.14 1.30 0.21
H4 1.94 -1.36 -0.93
H5 -0.35 -0.62 -2.06
H6 -1.21 -1.73 0.43
H7 -2.36 -0.80 -0.50
H8 -2.24 1.22 -0.03
H9 -1.18 1.66 1.25
H10 0.05 1.84 -1.21

Summary:
HOMO-LUMO gap: 10.419 eV
Structure (SMILES): C1C[C@H]2[C@@H]1[C@H]1C[C@@H]21
Calculated total energy: -7417.365 eV

natural (NBO) population analysis, charges in e, atoms 1 to 5: -0.4312, -0.2242, -0.2263, -0.2253, -0.3987


[3]
9 unconnected molecules or ions with the total composition C5H32N2O8, computed with ωB97M-V with the def2-TZVPD basis set.

Positions of all 47 atoms, in Å:
C1 -0.17 0.02 -0.16
C2 -0.16 0.81 1.07
C3 -0.92 2.18 0.93
C4 -2.38 2.03 0.38
C5 -3.41 1.20 1.25
N1 -3.54 -0.15 0.53
N2 0.44 -1.31 0.09
H1 -1.17 -0.21 -0.64
H2 0.30 0.44 -1.07
H3 -0.72 0.33 1.91
H4 0.81 0.95 1.61
H5 -0.85 2.70 1.89
H6 -0.55 2.70 0.08
H7 -2.35 1.51 -0.60
H8 -2.82 3.06 0.15
H9 -2.84 0.97 2.23
H10 -4.36 1.65 1.34
H11 -4.23 0.16 -0.26
H12 -4.08 -0.86 1.03
H13 -2.68 -0.53 0.16
H14 0.49 -2.00 -0.65
H15 -0.06 -1.75 0.82
H16 1.51 -1.22 0.38
H17 1.88 1.05 -3.63
H18 2.43 1.36 -2.44
O1 2.14 0.53 -2.84
H19 3.38 -1.72 -0.07
H20 3.50 -0.48 0.90
O2 2.93 -1.25 0.66
H21 -0.04 -4.18 0.76
H22 0.85 -3.97 -0.56
O3 0.02 -3.86 -0.13
H23 2.96 -0.98 -2.40
H24 3.46 -2.41 -2.14
O4 2.84 -1.75 -1.80
H25 2.10 2.17 -0.52
H26 1.85 3.59 -1.08
O5 1.73 2.64 -1.25
H27 4.48 1.54 -0.30
H28 4.27 1.95 1.13
O6 3.79 1.64 0.34
H29 -3.90 -0.54 -2.58
H30 -2.37 -0.51 -2.37
O7 -3.21 -0.54 -1.92
H31 0.30 -2.75 3.27
H32 -1.18 -2.14 3.60
O8 -0.48 -2.12 2.90

Summary:
HOMO-LUMO gap: 11.491 eV
Total charge: +2
Calculated total energy: -25049.495 eV

natural (NBO) population analysis, charges in e, atoms 1 to 5: -0.2331, -0.4625, -0.3931, -0.4315, -0.2246


[4]
C3H2ClF2N in the gas phase, computed with ωB97M-V with the def2-TZVPD basis set.

Positions of all 9 atoms, in Å:
C1 -0.08 1.50 0.17
C2 -0.50 -0.86 0.12
C3 0.52 0.27 -0.29
N1 -0.45 2.42 0.75
F1 0.02 -2.03 -0.22
F2 0.61 0.19 -1.76
Cl1 2.06 0.19 0.62
H1 -1.44 -0.67 -0.50
H2 -0.74 -1.00 1.11

Summary:
HOMO-LUMO gap: 12.444 eV
Structure (SMILES): N#C[C@@](F)(Cl)CF
Calculated total energy: -22589.216 eV

natural (NBO) population analysis, charges in e, atoms 1 to 5: 0.1875, 0.0463, 0.2214, -0.2261, -0.3305


[5]
A molecular structure, C15H33N4PtSSi3, computed with ωB97M-V with the def2-TZVPD basis set.

Positions of all 57 atoms, in Å:
Pt1 -0.39 0.16 0.00
C1 1.90 -1.72 -2.25
Si1 2.99 -1.82 -0.75
C2 2.82 -3.40 0.17
C3 4.70 -1.21 -1.05
C4 1.55 0.07 0.09
Si2 2.21 -0.56 1.95
C5 1.13 -1.74 2.85
C6 1.85 1.22 2.45
C7 4.03 -0.82 2.13
Si3 2.30 1.64 -0.83
C8 3.94 2.23 -0.19
C9 2.27 1.47 -2.68
C10 0.93 2.81 -0.29
C11 1.07 4.19 -0.26
C12 0.03 4.99 0.19
C13 -1.14 4.38 0.62
C14 -1.23 3.00 0.57
N1 -0.22 2.23 0.12
H1 1.45 -2.71 -2.36
H2 2.56 -1.53 -3.10
H3 1.10 -1.00 -2.28
H4 3.27 -4.12 -0.53
H5 1.78 -3.71 0.32
H6 3.37 -3.48 1.10
H7 5.15 -2.04 -1.62
H8 5.33 -1.05 -0.18
H9 4.72 -0.34 -1.70
H10 0.09 -1.42 2.86
H11 1.49 -1.73 3.89
H12 1.18 -2.77 2.51
H13 0.79 1.43 2.57
H14 2.34 2.01 1.90
H15 2.31 1.21 3.45
H16 4.42 -1.81 1.87
H17 4.20 -0.71 3.21
H18 4.62 -0.05 1.63
H19 4.76 1.54 -0.39
H20 3.95 2.47 0.87
H21 4.18 3.16 -0.73
H22 3.06 0.83 -3.07
H23 2.46 2.48 -3.08
H24 1.31 1.14 -3.07
H25 2.00 4.64 -0.58
H26 0.13 6.07 0.21
H27 -1.98 4.95 0.99
H28 -2.12 2.51 0.92
N2 -2.56 0.20 -0.28
N3 -3.17 -1.07 -0.34
C15 -2.43 -2.18 -0.35
N4 -3.04 -3.34 -0.48
S1 -0.72 -2.13 -0.18
H29 -2.99 0.72 0.48
H30 -2.76 0.70 -1.15
H31 -4.17 -1.09 -0.47
H32 -4.04 -3.42 -0.61
H33 -2.51 -4.20 -0.46

Summary:
HOMO-LUMO gap: 6.795 eV
Total charge: +3
Calculated total energy: -59740.877 eV

natural (NBO) population analysis, charges in e, atoms 1 to 5: 0.6677, -1.1929, 1.9608, -1.2283, -1.2331


[6]
A molecular structure, C11H5N2O5Pb, computed with ωB97M-V with the def2-TZVPD basis set.

Positions of all 24 atoms, in Å:
O1 -0.06 2.01 -4.26
C1 -0.02 1.68 -3.16
Pb1 0.17 0.82 -1.02
C2 0.24 0.98 1.62
O2 0.27 1.12 2.75
C3 0.03 -1.75 -0.55
O3 -0.08 -2.92 -0.37
C4 2.68 0.12 -0.51
O4 3.74 -0.20 -0.21
C5 -2.42 0.00 -0.77
O5 -3.49 -0.39 -0.88
H1 0.24 -0.82 -2.13
N1 0.44 -3.49 5.65
C6 -0.28 -2.86 4.95
C7 -1.16 -2.14 4.11
C8 -2.39 -1.64 4.59
C9 -3.22 -0.91 3.74
C10 -2.78 -0.66 2.41
N2 -1.63 -1.12 1.99
C11 -0.83 -1.83 2.77
H2 -2.69 -1.76 5.65
H3 -4.16 -0.45 4.10
H4 -3.38 -0.06 1.74
H5 0.12 -2.17 2.32

Summary:
HOMO-LUMO gap: 7.829 eV
Total charge: +1
Calculated total energy: -29940.845 eV

natural (NBO) population analysis, charges in e, atoms 1 to 5: -0.3574, 0.4893, 0.7681, 0.5133, -0.4200


[7]
C2H6N4S in the gas phase, computed with ωB97M-V with the def2-TZVPD basis set.

Positions of all 13 atoms, in Å:
C1 -0.61 1.04 0.15
C2 2.26 -0.30 0.38
H1 -2.59 -1.65 -0.81
H2 -1.23 1.99 0.44
H3 0.74 2.30 -0.20
H4 1.02 -0.08 -1.19
H5 2.29 -0.03 1.47
H6 3.46 -1.68 0.60
N1 -1.00 -0.18 -0.10
N2 0.68 1.37 0.05
N3 1.56 0.53 -0.52
N4 2.86 -1.27 -0.11
S1 -2.64 -0.53 0.08

Summary:
HOMO-LUMO gap: 9.119 eV
Structure (SMILES): [H]/N=C/NN/C=N/S
Calculated total energy: -18964.547 eV

natural (NBO) population analysis, charges in e, atoms 1 to 5: 0.2502, 0.2715, 0.1332, 0.1668, 0.3719


[8]
C6H12NO4P in the gas phase, computed with ωB97M-V with the def2-TZVPD basis set.

Positions of all 24 atoms, in Å:
C1 1.28 -1.57 0.75
C2 0.85 -0.03 0.38
P1 2.54 0.86 0.33
N1 3.24 0.74 -1.15
O1 0.04 0.76 1.34
C3 -0.31 1.95 0.49
O2 -0.55 3.22 0.85
O3 -0.31 1.53 -0.95
C4 -0.18 0.06 -0.90
C5 -1.50 -0.88 -0.70
C6 -2.93 -0.08 -0.62
O4 -3.65 -0.54 0.60
H1 1.21 -2.26 -0.22
H2 2.31 -1.66 1.31
H3 0.44 -1.98 1.49
H4 3.39 0.26 1.34
H5 2.45 2.28 0.65
H6 4.16 0.20 -1.03
H7 0.30 -0.28 -1.94
H8 -1.55 -1.63 -1.63
H9 -1.46 -1.58 0.25
H10 -3.59 -0.43 -1.53
H11 -2.85 1.09 -0.51
H12 -3.32 -0.02 1.41

Summary:
HOMO-LUMO gap: 8.947 eV
Structure (SMILES): C[C@]1([PH2]=N)OC(=O)O[C@@H]1CCO
Calculated total energy: -25379.557 eV

natural (NBO) population analysis, charges in e, atoms 1 to 5: -0.6729, -0.0419, 1.2077, -1.2909, -0.5395